Here is 2 unconnected molecules or ions with the total composition C3H4N2O in a non-equilibrium geometry from the OMol25 dataset. Energies are from the ωB97M-V functional and the def2-TZVPD basis.

```
10
Properties=species:S:1:pos:R:3:nbo_charge:R:1
C -0.800 1.413 0.190 -0.061
N -1.882 1.013 0.311 0.226
O -2.931 0.438 0.395 -0.393
H 0.054 2.042 0.203 0.240
C -0.250 -1.656 -0.083 -0.313
C 0.513 -0.732 -0.245 0.122
N 1.709 -0.113 -0.344 -0.844
H -0.698 -2.617 -0.174 0.240
H 1.867 0.881 -0.355 0.386
H 2.419 -0.669 0.102 0.399
```

For the gap between HOMO and LUMO, the calculation gives 0.3493 Ha. The calculation puts the total energy at -8197.6158 eV. The value obtained for the lowest unoccupied orbital energy is 0.0241 Eh. As for the SMILES: C#[N+][O-].C#CN. As for the charge: 0.



Here is 4 unconnected molecules or ions with the total composition CH11N3O3 in a non-equilibrium geometry from the OMol25 dataset. Energies are from the ωB97M-V functional and the def2-TZVPD basis.

```
18
Properties=species:S:1:pos:R:3:nbo_charge:R:1
N -0.461 -0.010 0.614 -0.815
C 0.778 0.274 1.051 0.593
N 1.427 1.355 0.603 -0.813
N 1.463 -0.562 1.960 -0.890
H -0.715 0.699 -0.088 0.342
H 2.399 1.029 0.314 0.391
H 1.010 1.904 -0.196 0.424
H 1.073 -0.567 2.890 0.389
H 1.422 -1.574 1.751 0.393
O 0.171 2.175 -2.232 -0.986
H -0.670 1.646 -2.249 0.506
H 0.380 2.381 -3.153 0.478
O -1.204 -2.809 1.000 -0.968
H -1.318 -2.868 1.973 0.457
H -0.943 -1.895 0.945 0.490
O -1.615 -0.154 -2.076 -0.968
H -1.786 -0.713 -2.834 0.475
H -1.331 -0.874 -1.434 0.501
```

For the gap between HOMO and LUMO, the calculation gives 0.3668 Ha. The calculation puts the total energy at -11828.2563 eV. The value obtained for the lowest unoccupied orbital energy is 0.0214 Eh. As for the SMILES: N=C(N)N.O.O.O. As for the charge: 0.



Here is a molecular structure, C4H8N2O in a non-equilibrium geometry from the OMol25 dataset. Energies are from the ωB97M-V functional and the def2-TZVPD basis.

```
15
Properties=species:S:1:pos:R:3:nbo_charge:R:1
C -1.096 0.008 1.493 -0.646
C -0.948 0.520 0.069 0.083
O -0.005 1.641 0.048 -0.499
C 0.941 0.838 -0.543 0.555
N 2.189 0.914 -0.616 -0.695
C -0.005 -0.259 -0.918 -0.139
N 0.348 -1.617 -0.668 -0.837
H -0.215 -0.608 1.696 0.220
H -1.986 -0.612 1.625 0.223
H -1.124 0.795 2.262 0.231
H -1.817 0.638 -0.557 0.184
H 2.528 1.752 -0.151 0.354
H -0.337 -0.103 -1.961 0.209
H 0.237 -2.223 -1.470 0.375
H 1.290 -1.684 -0.309 0.382
```

For the gap between HOMO and LUMO, the calculation gives 0.3860 Ha. The calculation puts the total energy at -9304.3369 eV. The value obtained for the lowest unoccupied orbital energy is 0.0341 Eh. As for the charge: 0.



Q: Which formula does entry 2 have?
A: CH11N3O3